[1]
This record from the OMol25 dataset describes a cluster of 5 separate species, C15H40O5 in total. The level of theory is ωB97M-V/def2-TZVPD.

The geometry in XYZ format:
```
60
C15H40O5, DFT ωB97M-V/def2-TZVPD
H -4.706 5.018 4.680
C -2.804 -4.785 -7.280
C -0.868 -0.170 0.439
O 2.188 6.512 -0.694
H 6.798 -4.350 4.919
H 7.050 -1.575 2.914
O 7.034 -3.519 4.501
C -1.461 -5.493 -5.126
H -0.421 6.302 -0.630
H -3.606 -4.110 -6.980
H 6.267 -0.990 4.393
C -6.205 3.481 4.885
C 5.827 -3.000 3.866
C 1.489 5.348 -0.612
H 1.580 -0.011 0.841
H -0.674 -5.186 -4.437
H -0.476 0.813 0.178
H 1.708 3.394 -1.540
C -5.227 4.261 4.094
H -1.349 -6.492 -5.548
C 0.341 -1.078 -0.014
H -3.475 4.062 2.908
C 5.269 -3.950 2.836
H 3.346 4.103 -1.132
H -0.052 -3.044 0.718
H -6.642 2.760 4.194
H -0.492 4.761 -1.424
H 1.955 6.842 -1.565
H -1.059 -2.844 -0.617
H -4.820 3.074 2.496
H 0.674 -0.859 -1.029
H 0.746 -3.023 -0.758
H 1.299 5.071 0.425
H -1.699 -3.412 -5.956
H -3.155 -5.816 -7.233
H -3.698 2.654 3.907
H -2.504 -4.691 -8.324
O -0.374 -4.343 -7.057
H 5.338 -1.206 2.841
H -6.217 4.396 2.522
C 2.317 4.293 -1.438
H -2.375 -5.646 -4.551
H -1.773 -0.410 -0.119
C -0.082 -2.535 -0.245
H 5.081 -3.178 4.641
H 2.500 4.759 -2.406
C 6.126 -1.586 3.491
O -5.815 5.073 3.072
H 0.256 6.112 -2.239
H 4.923 -4.858 3.330
H 4.386 -3.541 2.346
H 6.036 -4.117 2.080
H -0.507 -3.701 -7.758
C 0.150 5.628 -1.268
H -5.665 2.906 5.638
H -6.966 4.106 5.352
C -4.238 3.421 3.350
O 1.367 -0.946 0.863
C -1.575 -4.454 -6.249
H -1.065 -0.231 1.509
```

Values from the calculation:
HOMO-LUMO gap (eV): 10.288
ΔE to the lowest compared entry with this formula, charge and spin (kJ/mol): 318.38
SMILES: CC(C)O.CC(C)O.CC(C)O.CC(C)O.CC(C)O

[2]
This record from the OMol25 dataset describes a cluster of 2 separate species, C4H10O3 in total. The level of theory is ωB97M-V/def2-TZVPD.

The geometry in XYZ format:
```
17
C4H10O3, DFT ωB97M-V/def2-TZVPD
H -0.832 1.469 1.371
H 1.052 0.049 0.286
C -1.106 -0.227 -1.666
O 3.162 0.266 -0.368
C 0.278 -0.245 0.985
H 2.559 0.221 -1.143
H -0.779 1.737 -1.117
H -0.438 0.128 -2.494
H 2.665 -0.045 0.398
H -1.810 -0.045 1.187
C -1.361 0.890 -0.724
O -1.607 -1.394 -1.632
C -1.014 0.573 0.761
H 0.076 -1.313 0.914
H -2.357 1.372 -0.573
O 0.825 -0.035 2.309
H 0.112 -0.244 2.903
```

Values from the calculation:
HOMO-LUMO gap (spin up / spin down) (eV): 3.598 / 7.105
ΔE to the lowest compared entry with this formula, charge and spin (kJ/mol): 30.70
Total charge: -1
Multiplicity: 2

[3]
This record from the OMol25 dataset describes a cluster of 4 separate species, C41H70NO16S4 in total. The level of theory is ωB97M-V/def2-TZVPD.

The geometry in XYZ format:
```
132
C41H70NO16S4, DFT ωB97M-V/def2-TZVPD
H 4.800 3.073 2.595
H 3.109 5.222 5.658
H 3.262 -4.532 3.042
H -4.202 -8.726 4.795
H 4.101 -3.231 -2.709
H -1.746 7.813 -6.065
C 2.143 4.580 5.418
O -6.630 -0.447 -5.759
O 0.193 2.556 5.562
O -4.998 -4.559 6.377
H -1.836 8.253 -0.456
O 0.208 6.899 -2.084
H 0.150 5.844 1.985
H -1.546 -5.280 6.255
H 0.978 1.916 0.669
C -5.543 -1.427 -2.847
H -1.698 0.411 -0.525
C -1.851 -0.639 -0.031
H 2.390 -3.511 1.719
C -4.949 -7.583 6.473
H -4.802 -8.364 7.226
C -0.234 3.905 0.847
H 5.301 0.777 -0.851
H -2.505 -4.597 2.036
H -5.075 0.681 -2.987
C 1.749 -3.758 -1.133
H -1.834 0.330 2.215
C 0.813 0.142 -2.655
H -5.126 -2.392 -3.151
C -2.342 -3.561 1.476
H 1.612 3.240 2.731
H 3.135 1.521 1.389
O 2.690 -4.702 -1.791
H 3.705 -5.520 -4.850
H 0.911 7.441 -4.559
C -1.492 8.762 -1.359
C 1.895 2.480 -2.412
C -2.160 -2.158 2.358
H 2.782 -5.321 1.350
H 1.455 4.687 6.387
H 2.494 -3.728 -3.745
C 4.304 -1.817 0.177
H 5.291 -1.146 0.176
H -2.494 -4.574 7.610
H -0.394 2.156 -0.607
H -2.354 -4.401 -0.791
C 4.229 -5.205 -3.841
H -2.196 -2.187 3.532
H -0.910 3.513 1.722
H 0.980 0.021 5.580
O 2.605 3.184 5.265
H -5.658 -1.453 -1.758
H -4.400 -0.290 -4.293
H -0.321 6.975 -6.729
H 4.426 3.748 0.873
H 1.875 0.514 3.889
C 4.276 1.334 -0.599
C -0.849 7.240 -5.809
H 2.924 2.888 -2.851
C 3.205 -4.368 1.882
H 4.355 2.388 -1.100
H 5.635 -3.334 -4.311
C -4.616 -0.285 -3.220
C 4.660 -3.870 1.227
H 1.218 4.447 -1.346
S -1.015 7.525 -2.540
H -0.576 -3.504 -2.658
H -5.373 -7.487 4.351
H 1.873 6.310 3.952
C -0.605 -2.371 -2.966
H -5.841 -7.019 6.762
O -6.840 -1.241 -3.395
C 3.080 0.373 -1.198
H -0.626 9.386 -1.130
H -9.193 -0.600 -4.556
H 4.512 -6.126 -3.164
C 1.775 4.402 2.682
O -6.630 -2.926 -5.240
C 0.666 -1.488 -2.376
C 1.590 3.369 -1.054
H -2.302 9.360 -1.780
N 1.965 0.979 -2.074
H -3.667 -0.368 -2.684
O 5.762 -4.080 1.999
C 1.433 5.208 4.068
H -9.214 -1.711 -5.956
C 0.472 2.712 -0.050
C 1.469 2.234 5.332
C 1.831 0.635 5.055
C -2.246 -3.414 -0.169
H -0.674 -2.357 -4.150
O -3.680 -5.418 4.392
C 0.052 8.036 -4.884
O -3.795 -6.755 6.505
C -1.932 -0.697 1.616
S -7.078 -1.575 -4.973
H 1.017 2.670 -3.165
H 6.536 -4.892 -3.561
H -0.968 4.474 0.102
C 4.992 2.884 1.437
H -2.217 -3.629 6.116
O 4.748 -3.190 -0.109
C 0.818 5.005 1.459
H -0.057 0.630 -3.298
H 7.414 -4.273 -6.225
S -3.872 -5.278 5.819
H 6.129 2.875 1.158
O 0.840 -4.327 -0.305
C -2.378 -4.628 6.526
S 6.234 -5.057 -6.024
C -1.986 -2.008 -0.980
C -5.126 -8.232 5.114
O -1.902 -1.845 -2.440
H -1.183 6.314 -5.331
H 2.897 0.465 5.513
O -0.667 8.539 -3.767
C 3.325 -4.098 -2.972
H -5.933 -8.969 5.140
H 2.570 3.538 -0.395
H 3.890 -1.728 1.294
H 4.823 0.551 1.559
H 1.467 5.569 0.659
C 5.673 -4.505 -4.290
C 4.257 1.468 1.054
C 3.115 -1.250 -0.799
H 2.896 4.683 2.391
C -8.853 -1.565 -4.936
H 0.285 5.309 4.306
C 1.872 -2.149 -1.425
H 0.446 8.902 -5.427
H -9.199 -2.379 -4.296
O -2.188 6.754 -2.893
```

Values from the calculation:
HOMO-LUMO gap (eV): 5.877
Total charge: +1

[4]
This record from the OMol25 dataset describes a cluster of 11 separate species, C4H29NO11 in total. The level of theory is ωB97M-V/def2-TZVPD.

The geometry in XYZ format:
```
45
C4H29NO11, DFT ωB97M-V/def2-TZVPD
H 2.538 -0.342 -1.834
H -3.338 1.933 -2.079
O 1.337 -2.308 -0.663
H -3.676 -2.595 -0.096
H 0.084 0.848 4.379
H 2.076 0.894 3.153
H 0.306 2.881 1.612
N -1.437 -0.786 -1.095
O 2.459 0.105 2.788
H -0.830 -3.243 -0.542
O -0.675 -3.141 1.402
H 1.346 -1.739 0.120
O 0.008 3.289 -2.635
O -2.366 1.784 -1.937
H -3.557 -1.696 1.407
H -1.330 -1.170 -3.097
C -1.988 -1.424 -2.276
H 3.221 2.123 1.054
O 4.057 2.353 1.380
O 2.229 1.839 -3.400
H -1.482 -0.666 0.988
H 2.005 -2.024 -1.425
H -1.545 0.202 -1.117
H 3.171 0.236 -2.910
H 1.037 1.425 1.815
O 2.945 -0.652 -2.639
H 0.155 -2.190 4.471
H 4.409 1.690 1.945
H -1.845 -2.503 -2.253
H 2.843 2.574 -3.339
H 1.569 1.861 -2.791
H -0.669 0.070 3.350
C -1.829 -1.336 0.198
O 0.992 2.238 1.311
H -3.923 -0.848 -0.109
H -1.733 2.249 -2.493
H -0.574 -1.863 3.142
H 0.275 4.279 -2.418
C -3.319 -1.642 0.341
H -3.058 -1.178 -2.415
O -0.557 -1.653 4.130
H -0.162 2.613 -2.071
H 1.867 -0.643 2.908
O -0.017 0.759 3.395
C -1.020 -2.605 0.345
```

Values from the calculation:
HOMO-LUMO gap (eV): 8.595
ΔE to the lowest compared entry with this formula, charge and spin (kJ/mol): 479.86
SMILES: CN[C@@H](C)C=O.O.O.O.O.O.O.O.O.O.O